[1]
The following is a quantum chemistry calculation of a cluster of 8 separate species, H16O8 in total in a non-equilibrium geometry, from the Open Molecules 2025 dataset.

Its energy above the lowest of the compared OMol25 structures with the same formula, charge and spin is 75.46 kcal per mole. As for the calculated total energy: -16638.738 eV. The value obtained for the LUMO energy is 0.0 eV. Its HOMO energy is -11.030 eV. As for the net charge: 0. Its spin multiplicity is 1. The molar mass is 144.12 g/mol. As for the frontier orbital gap: 11.01 eV.

Last column: Löwdin charge in e.
CARTESIAN COORDINATES (ANGSTROEM)
O1 0.3959 0.8601 -0.3092  -0.056
H1 -0.2318 0.2151 0.0356  0.007
H2 1.1989 0.7011 0.1996  -0.013
O2 -3.3554 -1.9420 -0.4960  -0.068
H3 -2.9611 -2.1808 0.3504  0.011
H4 -3.1084 -1.0183 -0.6175  0.020
O3 2.8028 1.2728 0.0587  -0.042
H5 2.8684 1.5057 0.9917  0.069
H6 2.1939 1.9262 -0.3038  0.062
O4 -0.9702 -2.0183 0.5174  -0.039
H7 -0.1150 -2.4443 0.3908  0.052
H8 -0.9449 -1.2601 -0.0772  0.018
O5 2.6182 -2.6714 -1.8319  -0.050
H9 3.4154 -2.2839 -1.4535  0.035
H10 1.9343 -2.4862 -1.1784  0.014
O6 -3.8451 -0.3611 1.8962  -0.061
H11 -4.4403 -0.2666 1.1440  0.029
H12 -4.1850 0.2659 2.5445  0.040
O7 5.7595 0.9234 1.1430  -0.055
H13 4.8695 0.8836 0.7753  -0.011
H14 6.1002 0.0289 1.0298  0.036
O8 -3.1125 3.4327 -1.2758  -0.062
H15 -3.3944 4.2169 -1.7602  0.033
H16 -3.4928 2.7002 -1.7736  0.029

[2]
The following is a quantum chemistry calculation of a structure of composition C53H43AsBrN6OPS2Zr in a non-equilibrium geometry, from the Open Molecules 2025 dataset.

Its energy above the lowest of the compared OMol25 structures with the same formula, charge and spin is 24.04 kcal per mole. As for the calculated total energy: -229758.072 eV. The value obtained for the LUMO energy is -6.1 eV. Its HOMO energy is -12.005 eV. As for the net charge: +2. Its spin multiplicity is 1. The molar mass is 1121.13 g/mol. As for the frontier orbital gap: 5.91 eV.

Last column: Löwdin charge in e.
CARTESIAN COORDINATES (ANGSTROEM)
Zr1 0.3197 0.2070 -0.3550  1.551
Br1 -7.1970 0.8484 -4.3744  0.763
C1 -6.5819 2.3900 -3.4522  -0.674
C2 -6.2799 2.2971 -2.0968  -0.112
C3 -5.6606 3.3557 -1.4670  -0.017
C4 -5.3725 4.5218 -2.1871  -0.295
C5 -5.8285 4.6571 -3.5067  -0.017
C6 -6.3906 3.5772 -4.1515  -0.109
N1 -4.6040 5.5712 -1.7158  0.103
N2 -3.6090 5.4734 -1.0162  0.090
C7 -2.8064 4.4402 -0.6418  -0.202
C8 -2.2291 4.5288 0.6319  0.022
C9 -1.2190 3.6842 1.0609  0.038
C10 -0.7327 2.6806 0.2254  -0.332
O1 0.3035 1.8912 0.5112  -0.315
C11 -1.3593 2.4942 -1.0414  -0.150
N3 -0.9212 1.4262 -1.7745  -0.041
C12 -1.4112 1.2449 -2.9942  -0.093
C13 -2.2735 2.1579 -3.5937  0.009
C14 -2.7167 3.2471 -2.8716  0.052
C15 -2.3361 3.4130 -1.5330  -0.053
H1 -6.5082 1.3917 -1.5544  0.107
H2 -5.4122 3.2963 -0.4170  0.124
H3 -5.6481 5.5862 -4.0249  0.125
H4 -6.6691 3.6528 -5.1912  0.110
H5 -2.5990 5.2994 1.2917  0.129
H6 -0.7921 3.8129 2.0451  0.122
H7 -1.0877 0.3670 -3.5456  0.116
H8 -2.5774 2.0253 -4.6184  0.124
H9 -3.3524 3.9705 -3.3525  0.115
S1 -1.8640 -0.5948 0.8307  0.699
C16 -1.8096 -1.5023 -0.6074  -1.088
N4 -0.7570 -1.3528 -1.4154  -0.216
C17 -0.8913 -2.1079 -2.5612  -0.331
C18 0.0078 -2.1286 -3.6255  -0.030
C19 -0.2980 -2.8961 -4.7309  -0.059
C20 -1.4620 -3.6608 -4.7766  -0.056
C21 -2.3532 -3.6699 -3.7195  -0.059
C22 -2.0669 -2.8788 -2.6186  -0.435
S2 -3.0180 -2.6174 -1.1691  1.119
H10 0.9184 -1.5420 -3.5721  0.099
H11 0.3757 -2.9087 -5.5733  0.113
H12 -1.6781 -4.2550 -5.6484  0.117
H13 -3.2496 -4.2665 -3.7493  0.120
C23 3.1229 0.0278 2.8730  -0.368
C24 4.4093 -0.2539 2.1273  -0.441
As1 6.0582 -0.3921 3.2923  1.318
C25 5.3553 -1.8444 4.4215  -0.422
C26 4.5034 -1.6617 5.5055  -0.141
C27 4.0504 -2.7503 6.2338  -0.078
C28 4.4460 -4.0327 5.8901  -0.083
C29 5.2948 -4.2269 4.8124  -0.088
C30 5.7447 -3.1382 4.0859  -0.132
C31 5.7971 1.1254 4.4975  -0.433
C32 5.2803 2.3440 4.0722  -0.134
C33 5.2154 3.4222 4.9389  -0.082
C34 5.6870 3.3018 6.2350  -0.075
C35 6.2386 2.1039 6.6592  -0.069
C36 6.2983 1.0266 5.7936  -0.131
P1 1.6031 -0.4341 1.9026  0.992
C37 0.3620 -0.1179 3.2077  -0.408
C38 0.1846 1.2264 3.5389  -0.120
C39 -0.6385 1.5781 4.5915  -0.061
C40 -1.2779 0.5938 5.3293  -0.057
C41 -1.1367 -0.7381 4.9784  -0.056
C42 -0.3304 -1.0988 3.9097  -0.097
C43 1.7417 -2.2539 1.7729  -0.369
C44 1.3817 -2.8248 0.5492  -0.128
C45 1.4217 -4.1982 0.3761  -0.055
C46 1.8480 -5.0080 1.4192  -0.045
C47 2.2090 -4.4481 2.6352  -0.039
C48 2.1585 -3.0769 2.8154  -0.069
H14 3.0467 1.0824 3.1512  0.075
H15 3.0744 -0.5571 3.7993  0.064
H16 4.5945 0.5062 1.3628  0.053
H17 4.3486 -1.2298 1.6290  0.046
H18 4.2165 -0.6610 5.8108  0.102
H19 3.3986 -2.5940 7.0811  0.110
H20 4.1106 -4.8768 6.4743  0.109
H21 5.6217 -5.2219 4.5491  0.109
H22 6.4305 -3.2816 3.2570  0.093
H23 4.9444 2.4621 3.0463  0.094
H24 4.8087 4.3631 4.5972  0.105
H25 5.6415 4.1444 6.9083  0.109
H26 6.6322 2.0114 7.6604  0.111
H27 6.7446 0.0927 6.1206  0.106
H28 0.7107 1.9900 2.9784  0.094
H29 -0.7740 2.6172 4.8505  0.112
H30 -1.8857 0.8684 6.1772  0.114
H31 -1.6499 -1.5035 5.5411  0.115
H32 -0.2454 -2.1401 3.6342  0.106
H33 1.0712 -2.1756 -0.2867  0.043
H34 1.1261 -4.6332 -0.5687  0.114
H35 1.8997 -6.0769 1.2797  0.117
H36 2.5235 -5.0818 3.4492  0.113
H37 2.4364 -2.6520 3.7671  0.100
N5 5.2883 0.2626 -4.3923  0.186
C49 4.2662 0.2732 -3.5404  -0.286
C50 3.0606 0.9514 -3.8236  0.021
C51 2.0391 0.9575 -2.9095  -0.128
N6 2.0913 0.3284 -1.7117  -0.116
C52 3.2442 -0.3260 -1.4409  -0.125
C53 4.3182 -0.3805 -2.2908  0.026
H38 5.2202 0.7111 -5.2897  0.129
H39 6.1490 -0.2074 -4.1698  0.130
H40 2.9508 1.4734 -4.7603  0.125
H41 1.1256 1.5024 -3.1335  0.104
H42 3.3048 -0.8305 -0.4782  0.083
H43 5.2100 -0.9197 -2.0134  0.127

[3]
The following is a quantum chemistry calculation of a structure of composition C35H37DyN7O9S6 in a non-equilibrium geometry, from the Open Molecules 2025 dataset.

Its energy above the lowest of the compared OMol25 structures with the same formula, charge and spin is 0.00 kcal per mole. As for the calculated total energy: -154847.197 eV. The value obtained for the LUMO energy (alpha / beta) is 0.6 / 0.6 eV. Its HOMO energy (alpha / beta) is -4.741 / -4.746 eV. As for the net charge: -1. Its spin multiplicity is 6. Its expectation value of S² is 9.335. The molar mass is 1054.62 g/mol. As for the frontier orbital gap (alpha / beta): 5.31 / 5.32 eV.

Last column: Mulliken spin population.
CARTESIAN COORDINATES (ANGSTROEM)
Dy1 -0.6117 -0.0566 0.4236  4.874
N1 -1.5732 -1.9250 -1.3411  0.000
C1 -2.5937 -1.9067 -2.3915  0.000
C2 -3.9867 -1.7109 -1.8076  -0.001
C3 -4.1674 -0.3098 -1.2344  0.001
N2 -3.2984 -0.0588 -0.0828  0.010
H1 -0.6763 -2.1763 -1.7534  0.000
H2 -1.7927 -2.6730 -0.6783  -0.001
H3 -2.5767 -2.8332 -2.9856  0.000
H4 -2.3828 -1.0653 -3.0568  0.000
H5 -4.1731 -2.4566 -1.0302  0.000
H6 -4.7223 -1.8479 -2.6030  0.000
H7 -5.2267 -0.1703 -0.9728  0.000
H8 -3.9165 0.4268 -2.0020  0.000
H9 -3.5933 -0.6649 0.6848  -0.002
H10 -3.4999 0.9000 0.2041  0.001
S1 -1.8006 -2.0847 2.0653  0.004
C4 -0.4181 -2.9775 2.6055  -0.002
C5 -0.4921 -3.6259 3.8385  0.001
C6 0.5497 -4.4023 4.3296  -0.001
C7 0.4396 -5.0629 5.5720  0.000
N3 0.3552 -5.6112 6.5788  0.000
C8 1.7255 -4.5421 3.5575  0.000
C9 1.8102 -3.8952 2.3359  0.002
C10 0.7696 -3.1067 1.8353  0.005
S2 1.0160 -2.3589 0.2968  -0.013
C11 2.8056 -5.3378 4.0012  0.000
N4 3.6958 -5.9906 4.3205  0.000
H11 -1.3987 -3.5169 4.4149  0.000
H12 2.7145 -3.9696 1.7485  0.001
C12 2.4630 -0.6227 3.2869  0.000
O1 1.8838 0.0366 2.1649  0.007
C13 2.3355 1.2760 1.8862  -0.007
S3 3.6362 1.9591 2.6206  0.001
S4 1.3733 2.0502 0.7153  0.001
H13 1.8909 -1.5367 3.4177  -0.001
H14 2.3723 0.0048 4.1774  0.000
H15 3.5154 -0.8509 3.0995  0.000
O2 0.6270 0.1927 -1.6187  0.064
S5 1.7803 0.9749 -2.1550  -0.001
C14 3.0860 -0.2646 -2.5713  0.000
C15 3.9388 -0.5714 -1.3831  0.001
C16 4.0458 -1.8710 -0.9065  0.000
C17 4.8631 -2.1508 0.1748  0.000
C18 5.5757 -1.1365 0.7897  0.000
C19 5.4810 0.1617 0.3127  0.000
C20 4.6608 0.4433 -0.7636  0.000
C21 1.3196 1.3559 -3.9232  0.000
C22 1.2144 0.1531 -4.7904  0.000
C23 0.2560 -0.8142 -4.4983  -0.001
C24 0.1603 -1.9611 -5.2637  0.000
C25 1.0051 -2.1478 -6.3467  0.000
C26 1.9483 -1.1828 -6.6566  0.000
C27 2.0594 -0.0429 -5.8775  0.000
H16 3.6717 0.2020 -3.3637  0.000
H17 2.5841 -1.1524 -2.9505  0.000
H18 3.4872 -2.6638 -1.3804  0.000
H19 4.9432 -3.1666 0.5359  0.000
H20 6.2029 -1.3541 1.6432  0.000
H21 6.0285 0.9571 0.7946  0.000
H22 4.5686 1.4600 -1.1213  0.000
H23 2.0730 2.0609 -4.2727  0.000
H24 0.3588 1.8620 -3.8235  0.000
H25 -0.3961 -0.6503 -3.6554  0.001
H26 -0.5794 -2.7112 -5.0240  0.000
H27 0.9304 -3.0456 -6.9432  0.000
H28 2.5980 -1.3167 -7.5102  0.000
H29 2.8015 0.7051 -6.1232  0.000
C28 -3.0734 3.1868 -2.9004  0.000
S6 -1.5764 2.3394 -2.2934  -0.001
C29 -0.7898 3.7666 -1.5027  0.001
H30 -3.7317 3.3921 -2.0614  0.000
H31 -3.5579 2.5214 -3.6087  0.000
H32 -2.7862 4.1087 -3.4004  0.000
H33 -0.5234 4.5052 -2.2584  0.000
H34 0.1035 3.4078 -0.9990  0.000
H35 -1.4783 4.1942 -0.7789  0.000
O3 -2.5298 4.7047 6.5948  0.000
N5 -3.0607 4.9677 5.5320  0.000
O4 -3.8107 5.9135 5.3632  0.000
C30 -2.7928 4.1172 4.4136  0.000
C31 -3.4392 4.3514 3.2058  0.000
C32 -3.1961 3.5282 2.1244  -0.002
C33 -2.2025 2.4702 2.1561  0.013
O5 -1.8143 1.8839 1.1243  0.031
C34 -1.6684 2.2075 3.4762  -0.001
C35 -1.9320 3.0331 4.5543  0.000
N6 -0.8276 1.0963 3.6792  -0.002
O6 -0.3352 0.9179 4.7841  -0.001
O7 -0.6550 0.2805 2.7496  0.020
N7 -3.9338 3.7654 0.9383  0.000
O8 -4.1244 2.8322 0.1619  0.000
O9 -4.3915 4.8834 0.7435  0.000
H36 -4.1506 5.1596 3.1216  0.000
H37 -1.4673 2.8346 5.5107  0.000

[4]
The following is a quantum chemistry calculation of a structure of composition C32H32AlN7O, from the Open Molecules 2025 dataset.

Its energy above the lowest of the compared OMol25 structures with the same formula, charge and spin is 34.74 kcal per mole. As for the calculated total energy: -52769.751 eV. The value obtained for the LUMO energy is -6.3 eV. Its HOMO energy is -13.016 eV. As for the net charge: +2. Its spin multiplicity is 1. The molar mass is 557.64 g/mol. As for the frontier orbital gap: 6.71 eV.

Last column: Löwdin charge in e.
CARTESIAN COORDINATES (ANGSTROEM)
Al1 -0.2996 0.1681 -0.2307  0.152
N1 1.6209 0.6364 3.7581  0.153
C1 0.7062 0.6797 2.7994  -0.084
N2 0.7324 -0.0548 1.7234  0.122
C2 1.7749 -0.9857 1.5667  -0.260
N3 1.7443 -1.8010 0.5578  0.141
N4 0.5569 -1.6325 -0.1006  -0.014
C3 -0.1574 -2.6393 -0.4117  0.044
C4 -1.5872 -2.3440 -0.5097  -0.201
C5 -2.5427 -3.2548 -0.9115  0.039
C6 -3.8852 -2.9305 -0.7442  0.006
C7 -4.2129 -1.7228 -0.1556  0.000
C8 -3.1934 -0.8512 0.2055  -0.084
N5 -1.9074 -1.1422 0.0328  0.095
C9 2.8402 -1.0357 2.5494  -0.084
C10 3.9233 -1.9131 2.4482  0.011
C11 4.8799 -1.9372 3.4398  -0.032
C12 4.7667 -1.0971 4.5481  -0.026
C13 3.6951 -0.2351 4.6745  0.008
C14 2.7329 -0.2092 3.6743  -0.159
H1 1.5222 1.2129 4.5802  0.174
H2 -0.1094 1.3832 2.9191  0.141
H3 0.2112 -3.6600 -0.3700  0.159
H4 -2.2416 -4.2055 -1.3302  0.136
H5 -4.6585 -3.6227 -1.0476  0.131
H6 -5.2423 -1.4502 0.0279  0.127
H7 -3.4115 0.0958 0.6836  0.124
H8 3.9825 -2.5682 1.5901  0.124
H9 5.7158 -2.6187 3.3660  0.123
H10 5.5211 -1.1247 5.3225  0.125
H11 3.6033 0.4055 5.5433  0.127
N6 1.6208 0.9480 -0.6683  0.120
C15 2.2028 0.9255 -2.0102  -0.202
C16 3.5844 0.8216 -2.1034  -0.024
C17 4.2066 0.7673 -3.3365  -0.057
C18 3.4275 0.7918 -4.4835  -0.048
C19 2.0538 0.9030 -4.3809  -0.015
C20 1.4051 1.0080 -3.1439  -0.122
C21 -0.0589 1.2438 -3.1055  -0.173
C22 -0.5821 2.0402 -4.1334  -0.032
C23 -1.9363 2.2806 -4.2572  -0.065
C24 -2.7984 1.7028 -3.3419  -0.077
C25 -2.2736 0.9443 -2.3056  -0.123
C26 -0.9038 0.7012 -2.1112  -0.079
H12 2.3039 0.4624 -0.0940  0.083
H13 1.6278 1.9073 -0.3229  0.130
H14 4.1839 0.7749 -1.1995  0.119
H15 5.2834 0.6964 -3.4023  0.116
H16 3.8922 0.7233 -5.4577  0.118
H17 1.4548 0.8847 -5.2809  0.121
H18 0.0942 2.4998 -4.8424  0.117
H19 -2.3134 2.8972 -5.0627  0.116
H20 -3.8697 1.8439 -3.4194  0.111
H21 -2.9947 0.5300 -1.6212  0.069
O1 -0.9443 1.7272 0.5148  0.045
C27 -1.6051 2.7010 0.0607  -0.395
C28 -1.0022 3.7679 -0.7865  -0.059
C29 -1.1276 5.0801 0.0424  -0.139
C30 -1.0870 4.8889 1.5819  -0.168
C31 -2.4313 4.5638 2.2704  -0.157
C32 -2.9704 3.1558 1.9738  -0.132
N7 -2.8385 2.9481 0.5174  0.117
H22 -1.5226 3.8456 -1.7451  0.136
H23 0.0384 3.5326 -0.9986  0.123
H24 -2.0434 5.6086 -0.2294  0.120
H25 -0.3057 5.7331 -0.2487  0.122
H26 -0.7319 5.8221 2.0180  0.120
H27 -0.3408 4.1263 1.8392  0.111
H28 -3.1705 5.3021 1.9478  0.123
H29 -2.3210 4.6783 3.3504  0.121
H30 -4.0123 3.0569 2.2696  0.128
H31 -2.3858 2.3887 2.4799  0.111
H32 -3.3056 3.6836 0.0014  0.158

Question: Look up the spin multiplicity of the second one.
Answer: 1

Question: Look up the net charge of the first one.
Answer: 0